{
  "formula": "C31H39BBr2F2N7O2SSiZr",
  "method": "ωB97M-V/def2-TZVPD",
  "largest_force_ha_per_bohr": 0.015,
  "charge": 1,
  "orbital_gap_ev": 7.75,
  "total_energy_ev": -213498.05094,
  "e_lumo_ha": -0.1062,
  "relative_energy_kcal_mol": 65.52,
  "symbols": ["Zr", "N", "N", "C", "N", "S", "H", "H", "H", "H", "H", "C", "C", "C", "C", "C", "C", "Br", "C", "C", "Br", "C", "O", "C", "N", "H", "H", "H", "H", "H", "H", "C", "Si", "C", "N", "C", "C", "C", "C", "C", "C", "C", "C", "C", "C", "C", "C", "C", "C", "C", "C", "C", "H", "H", "H", "H", "H", "H", "H", "H", "H", "H", "H", "H", "H", "H", "H", "H", "H", "H", "H", "H", "H", "H", "H", "H", "F", "B", "F", "N", "C", "N", "O", "H", "H", "H", "H"],
  "xyz": [[-0.3330, 0.3149, 0.5471], [1.3702, -0.4973, -2.7193], [1.8137, -1.8167, -2.8642], [2.6775, -2.3834, -1.9855], [2.8880, -3.6962, -2.1917], [3.4418, -1.5829, -0.7331], [0.4067, -0.4928, -2.3813], [1.3989, -0.0490, -3.6293], [1.2393, -2.4312, -3.4237], [2.5640, -4.1732, -3.0167], [3.5727, -4.1502, -1.6141], [0.4540, 3.9156, 1.5388], [-0.3679, 3.8503, 0.2875], [-0.8234, 5.0663, -0.2727], [-1.5606, 5.0706, -1.4180], [-1.8634, 3.8443, -2.0485], [-2.6266, 3.6994, -3.2355], [-3.3178, 5.2244, -4.1086], [-2.8719, 2.4657, -3.7634], [-2.3641, 1.3142, -3.1313], [-2.6881, -0.3786, -3.8954], [-1.6217, 1.3969, -1.9800], [-1.1191, 0.3425, -1.3514], [-1.3706, 2.6830, -1.4322], [-0.6359, 2.6882, -0.2781], [0.1115, 4.7376, 2.1647], [1.5000, 4.1055, 1.2859], [0.3888, 2.9984, 2.1138], [-0.5831, 5.9915, 0.2322], [-1.9183, 5.9970, -1.8456], [-3.4540, 2.3621, -4.6677], [-0.2279, -1.8399, 0.0186], [-1.3152, -2.6930, 1.2552], [-0.6761, -1.9865, 2.9116], [0.2093, -0.7850, 2.6958], [0.0598, 0.2550, 3.7601], [0.9839, 0.0819, 4.9753], [1.3408, -1.3789, 5.2113], [2.0692, -1.9365, 3.9827], [1.6380, -1.2218, 2.6939], [-1.1879, -4.5601, 1.2847], [-2.2925, -5.3867, 1.0825], [-2.1607, -6.7694, 1.1002], [-0.9197, -7.3460, 1.3224], [0.1936, -6.5394, 1.5238], [0.0558, -5.1610, 1.5030], [-3.0922, -2.1669, 1.0066], [-3.5155, -1.6209, -0.2064], [-4.8351, -1.2312, -0.3967], [-5.7572, -1.3936, 0.6255], [-5.3609, -1.9531, 1.8340], [-4.0426, -2.3337, 2.0186], [-0.5455, -2.0656, -1.0021], [0.7974, -2.2092, 0.1433], [-0.1256, -2.7646, 3.4413], [-1.5061, -1.7090, 3.5632], [-0.9858, 0.2624, 4.0661], [0.2627, 1.2311, 3.3062], [0.4933, 0.5116, 5.8489], [1.9045, 0.6545, 4.8270], [0.4312, -1.9477, 5.4109], [1.9657, -1.4759, 6.0988], [1.9265, -3.0149, 3.9055], [3.1459, -1.7840, 4.0856], [1.8180, -1.8500, 1.8223], [2.2373, -0.3221, 2.5599], [-3.2680, -4.9475, 0.9073], [-3.0281, -7.3969, 0.9418], [-0.8176, -8.4233, 1.3393], [1.1636, -6.9875, 1.6978], [0.9366, -4.5415, 1.6541], [-2.8116, -1.4990, -1.0208], [-5.1423, -0.8088, -1.3456], [-6.7864, -1.0911, 0.4819], [-6.0813, -2.0878, 2.6304], [-3.7516, -2.7680, 2.9705], [-3.3314, 0.7153, 2.3734], [-2.2086, 1.2976, 1.9675], [-2.0633, 2.5505, 2.4546], [3.5721, 2.1237, 1.0479], [2.6307, 1.6064, 0.2501], [2.7949, 1.6084, -1.0699], [1.5712, 1.1594, 0.7861], [4.4650, 2.4225, 0.6983], [3.4009, 2.1625, 2.0372], [3.7071, 1.8388, -1.4318], [2.3116, 0.8630, -1.5884]],
  "forces_ev_per_angstrom": [[-0.2402, 0.6630, 0.3498], [-0.0521, -0.0197, -0.0139], [0.0268, -0.0118, 0.0491], [0.0094, 0.0302, 0.0283], [-0.0281, 0.0018, -0.0347], [0.0355, -0.0309, 0.0014], [0.0254, 0.0342, -0.0392], [-0.0022, -0.0340, -0.0078], [-0.0019, 0.0070, -0.0036], [-0.0089, -0.0010, 0.0084], [0.0028, 0.0034, 0.0034], [-0.0364, -0.0022, 0.0097], [0.0146, 0.0694, -0.0102], [-0.0027, -0.0262, -0.0390], [0.0249, -0.0242, 0.0260], [0.0069, 0.0205, 0.0194], [-0.0185, -0.0262, -0.0408], [0.0007, -0.0067, 0.0030], [0.0190, 0.0490, 0.0216], [0.0786, -0.0130, 0.0029], [0.0002, 0.0017, 0.0046], [-0.1076, 0.1681, -0.0646], [0.0114, -0.0288, 0.1320], [-0.0182, -0.0754, -0.0203], [-0.0819, -0.0299, 0.0075], [-0.0027, -0.0049, 0.0103], [0.0009, -0.0008, -0.0067], [0.0075, 0.0028, -0.0036], [-0.0015, 0.0037, 0.0051], [-0.0057, 0.0023, -0.0003], [-0.0009, -0.0043, -0.0024], [-0.0463, -0.2034, 0.0014], [-0.0806, -0.0827, -0.0777], [0.0241, -0.0255, -0.0663], [0.0505, -0.0705, 0.0492], [0.0406, 0.0267, 0.0262], [-0.0161, 0.0096, 0.0013], [0.0136, -0.0039, 0.0256], [-0.0045, 0.0181, -0.0080], [-0.0257, -0.0432, -0.0475], [0.0551, 0.0650, 0.0726], [-0.0245, 0.0152, -0.0178], [0.0094, -0.0189, 0.0002], [0.0054, -0.0052, 0.0013], [0.0049, -0.0072, -0.0020], [0.0008, 0.0320, 0.0053], [0.0268, -0.0706, 0.0186], [0.0203, 0.0064, -0.0255], [-0.0259, 0.0029, 0.0062], [0.0007, 0.0074, -0.0130], [-0.0034, 0.0013, 0.0053], [0.0151, -0.0030, 0.0233], [-0.0156, -0.0030, 0.0071], [-0.0175, 0.0047, -0.0095], [-0.0166, 0.0104, 0.0450], [-0.0439, 0.0647, -0.0795], [0.0083, -0.0149, 0.0051], [-0.0377, 0.0032, 0.0198], [0.0035, 0.0166, -0.0048], [0.0083, -0.0101, -0.0127], [-0.0016, 0.0034, 0.0027], [-0.0053, -0.0038, 0.0008], [-0.0154, -0.0020, -0.0088], [0.0018, -0.0027, -0.0022], [0.0209, 0.0142, 0.0363], [0.0028, 0.0055, -0.0181], [-0.0018, 0.0008, 0.0031], [-0.0041, 0.0017, 0.0006], [-0.0001, -0.0013, 0.0013], [0.0018, -0.0006, 0.0010], [0.0098, -0.0046, 0.0046], [-0.0071, 0.0194, -0.0029], [0.0058, 0.0029, -0.0033], [-0.0009, 0.0024, -0.0014], [0.0005, 0.0010, 0.0017], [-0.0015, 0.0031, 0.0011], [-0.0480, 0.0145, 0.0219], [0.3732, -0.2943, -0.2636], [-0.0476, -0.0761, -0.0445], [-0.0343, 0.0358, 0.0190], [0.0646, 0.0307, -0.0566], [-0.0197, -0.0114, 0.0041], [0.1279, -0.1764, -0.0527], [0.0041, -0.0058, -0.0053], [-0.0041, -0.0071, -0.0002], [-0.0036, 0.0036, 0.0033], [-0.0021, 0.0078, 0.0134]]
}